C41H56F42N10O30S14 | wB97M-V/def2-TZVPD

Last column: Löwdin charge in e.
Positions of all 193 atoms, in Å:
C (1.098, -2.359, -8.708)  -0.057
C (0.172, -1.094, -8.204)  -0.187
C (0.514, -0.735, -6.730)  -0.136
N (0.002, 0.622, -6.196)  -0.225
C (-1.514, 0.719, -6.579)  -0.053
C (-2.003, 2.202, -6.316)  -0.136
C (-1.127, 3.261, -6.978)  -0.175
C (0.317, 3.147, -6.464)  -0.143
C (0.851, 1.721, -6.819)  -0.073
C (0.248, 0.477, -4.714)  0.020
H (2.066, -2.254, -8.219)  0.060
H (1.154, -2.339, -9.797)  0.057
H (0.785, -3.352, -8.383)  0.067
H (-0.880, -1.380, -8.229)  0.090
H (0.292, -0.236, -8.864)  0.089
H (1.597, -0.672, -6.619)  0.124
H (0.100, -1.555, -6.144)  0.142
H (-1.700, 0.323, -7.577)  0.103
H (-2.130, -0.029, -6.080)  0.124
H (-3.045, 2.195, -6.635)  0.116
H (-2.127, 2.376, -5.247)  0.108
H (-1.181, 3.213, -8.066)  0.110
H (-1.607, 4.212, -6.751)  0.112
H (0.863, 3.989, -6.889)  0.113
H (0.474, 3.295, -5.395)  0.081
H (0.659, 1.616, -7.887)  0.117
H (1.861, 1.498, -6.475)  0.132
H (1.204, 0.027, -4.446)  0.112
H (-0.529, -0.200, -4.358)  0.094
H (0.117, 1.434, -4.209)  0.095
C (-1.442, -0.214, 0.201)  0.005
C (0.092, -0.270, 0.227)  -0.405
C (0.609, -0.408, 1.673)  -0.100
C (0.464, -1.767, 2.429)  -0.105
C (1.163, -2.855, 1.620)  -0.107
C (0.712, -2.943, 0.119)  -0.347
N (0.549, -1.542, -0.615)  0.181
O (1.042, -1.380, -1.915)  0.079
C (-0.666, -3.666, 0.031)  0.003
C (1.781, -3.830, -0.680)  0.021
C (0.708, 0.972, -0.321)  -0.036
H (-1.637, 0.623, 0.871)  0.101
H (-2.002, -1.100, 0.501)  0.077
H (-1.794, 0.024, -0.803)  0.058
H (0.099, 0.318, 2.305)  0.122
H (1.605, 0.032, 1.734)  0.126
H (-0.608, -1.963, 2.429)  0.106
H (0.882, -1.582, 3.419)  0.123
H (1.003, -3.766, 2.197)  0.127
H (2.241, -2.731, 1.510)  0.113
H (-0.966, -3.957, -0.976)  0.071
H (-1.506, -3.043, 0.339)  0.060
H (-0.479, -4.482, 0.729)  0.104
H (1.644, -4.826, -0.260)  0.075
H (2.752, -3.368, -0.503)  0.080
H (1.486, -3.817, -1.730)  0.075
H (0.344, 1.194, -1.324)  0.059
H (1.796, 1.034, -0.285)  0.090
H (0.332, 1.751, 0.342)  0.094
C (-0.233, 6.770, 0.526)  -0.020
C (-1.606, 6.268, 0.767)  -0.467
C (-2.747, 7.102, 0.006)  -0.107
C (-4.024, 6.236, -0.353)  -0.196
C (-3.545, 5.250, -1.309)  -0.188
C (-2.650, 4.192, -0.676)  -0.380
N (-1.696, 4.834, 0.384)  -0.035
O (-0.713, 3.976, 0.902)  -0.052
C (-1.808, 3.511, -1.844)  0.000
C (-3.596, 3.222, 0.053)  -0.018
C (-1.994, 6.348, 2.286)  -0.017
H (-0.214, 7.817, 0.828)  0.093
H (-0.056, 6.703, -0.547)  0.085
H (0.445, 6.206, 1.166)  0.072
H (-2.432, 7.513, -0.953)  0.083
H (-3.083, 7.982, 0.555)  0.102
H (-4.684, 7.029, -0.706)  0.103
H (-4.470, 5.960, 0.602)  0.107
H (-3.060, 5.773, -2.133)  0.106
H (-4.446, 4.740, -1.652)  0.122
H (-2.453, 2.944, -2.516)  0.058
H (-1.184, 2.649, -1.608)  0.048
H (-1.338, 4.206, -2.540)  0.054
H (-4.044, 3.587, 0.977)  0.091
H (-3.126, 2.278, 0.328)  0.062
H (-4.352, 2.810, -0.615)  0.079
H (-1.875, 7.376, 2.627)  0.079
H (-1.403, 5.692, 2.925)  0.056
H (-3.027, 6.113, 2.540)  0.074
C (-3.089, -2.256, -3.128)  -0.569
F (-1.891, -2.303, -2.458)  0.077
F (-2.898, -2.548, -4.470)  0.080
F (-3.884, -3.224, -2.639)  0.122
S (-3.995, -0.635, -2.823)  0.676
O (-3.102, 0.402, -3.318)  -0.333
O (-5.100, -0.841, -3.779)  -0.320
N (-4.265, -0.580, -1.126)  -0.270
S (-5.770, -0.627, -1.015)  0.583
O (-6.349, 0.710, -1.445)  -0.360
O (-6.474, -1.879, -1.429)  -0.340
C (-6.079, -0.724, 0.820)  -0.641
F (-5.418, -1.701, 1.361)  0.168
F (-5.479, 0.353, 1.401)  0.095
F (-7.439, -0.739, 1.009)  0.108
C (3.221, -3.451, 5.094)  -0.589
F (2.967, -4.267, 4.022)  0.104
F (4.554, -3.417, 5.302)  0.118
F (2.772, -2.227, 4.949)  0.146
S (2.413, -4.163, 6.766)  0.720
O (0.979, -4.156, 6.570)  -0.303
O (3.025, -5.510, 6.864)  -0.331
N (2.894, -2.923, 7.839)  -0.295
S (3.379, -3.579, 8.993)  0.446
O (2.452, -4.587, 9.472)  -0.340
O (4.792, -3.989, 8.864)  -0.340
C (3.423, -2.249, 10.408)  -0.646
F (3.813, -2.746, 11.571)  0.114
F (4.353, -1.332, 10.175)  0.111
F (2.215, -1.639, 10.510)  0.098
C (-5.102, -5.142, 8.419)  -0.617
F (-4.893, -4.486, 9.625)  0.078
F (-4.002, -5.748, 8.097)  0.156
F (-6.066, -6.075, 8.647)  0.083
S (-5.586, -3.935, 6.997)  0.732
O (-7.088, -4.024, 7.116)  -0.373
O (-5.101, -2.624, 7.405)  -0.318
N (-4.845, -4.636, 5.573)  -0.315
S (-4.070, -3.488, 4.950)  0.536
O (-4.905, -2.424, 4.291)  -0.353
O (-3.036, -2.977, 5.800)  -0.315
C (-2.988, -4.426, 3.517)  -0.549
F (-1.778, -4.846, 4.008)  0.095
F (-3.667, -5.445, 2.988)  0.111
F (-2.677, -3.557, 2.514)  0.074
C (-1.095, 2.829, 4.684)  -0.601
F (-1.914, 3.072, 3.656)  0.121
F (-1.832, 2.936, 5.839)  0.102
F (-0.516, 1.620, 4.591)  0.099
S (0.503, 3.904, 4.747)  0.667
O (0.006, 5.277, 5.004)  -0.344
O (1.142, 3.318, 5.918)  -0.298
N (1.159, 3.533, 3.262)  -0.283
S (2.369, 4.407, 3.215)  0.505
O (2.135, 5.858, 3.232)  -0.336
O (3.496, 3.957, 4.005)  -0.305
C (3.028, 3.950, 1.388)  -0.594
F (3.183, 2.632, 1.317)  0.103
F (2.182, 4.368, 0.455)  0.108
F (4.298, 4.427, 1.181)  0.090
C (-1.165, -7.241, -2.925)  -0.625
F (-2.154, -7.323, -2.039)  0.135
F (-1.617, -7.639, -4.114)  0.131
F (-0.762, -5.908, -3.062)  0.049
S (0.346, -8.185, -2.344)  0.652
O (-0.136, -9.550, -2.402)  -0.314
O (1.327, -7.817, -3.379)  -0.318
N (0.607, -7.582, -0.780)  -0.263
S (1.887, -8.330, -0.528)  0.493
O (1.764, -9.791, -0.501)  -0.319
O (3.088, -7.745, -1.132)  -0.316
C (2.059, -7.888, 1.335)  -0.549
F (3.078, -8.576, 1.872)  0.112
F (2.343, -6.525, 1.598)  0.057
F (0.914, -8.272, 1.961)  0.095
C (2.593, 3.415, -3.064)  -0.547
F (2.693, 3.012, -4.356)  0.079
F (1.412, 2.842, -2.615)  0.066
F (3.690, 3.087, -2.379)  0.164
S (2.380, 5.367, -3.128)  0.714
O (2.584, 5.830, -1.752)  -0.285
O (3.419, 5.805, -4.063)  -0.320
N (0.766, 5.414, -3.747)  -0.294
S (0.795, 6.664, -4.522)  0.471
O (1.577, 7.775, -3.986)  -0.335
O (1.015, 6.489, -5.942)  -0.332
C (-1.135, 7.311, -4.345)  -0.591
F (-1.911, 6.299, -4.582)  0.126
F (-1.333, 7.790, -3.099)  0.111
F (-1.394, 8.168, -5.395)  0.069
C (5.132, -0.424, 0.012)  -0.658
F (4.533, 0.728, 0.237)  0.121
F (4.335, -1.236, -0.683)  0.114
F (6.162, -0.096, -0.753)  0.120
S (5.644, -1.272, 1.694)  0.678
O (4.822, -0.486, 2.630)  -0.300
O (5.196, -2.588, 1.465)  -0.289
N (7.339, -0.929, 1.847)  -0.282
S (7.792, -2.098, 2.619)  0.471
O (7.122, -2.424, 3.894)  -0.303
O (8.019, -3.223, 1.741)  -0.329
C (9.566, -1.605, 3.060)  -0.695
F (9.625, -0.282, 3.460)  0.065
F (9.925, -2.352, 4.051)  0.160
F (10.377, -1.682, 2.037)  0.139

- Kohn-Sham gap (Eh) = 0.1559
- largest force on an atom (eV Å⁻¹) = 10.6
- ⟨S²⟩ = 0.76
- multiplicity = 2
- total charge = -5